Computed, not measured: 2 unconnected molecules or ions with the total composition C3H11N at a distorted geometry, with the ωB97M-V functional and the def2-TZVPD basis.

Properties
HOMO level: -0.3347 hartree
SMILES: CC.CN
Energy above the lowest of the compared OMol25 structures with the same formula, charge and spin: 48.0 kcal/mol

Atoms and positions in Å:
C (2.225, -2.723, 3.371)
C (3.540, -3.526, 2.993)
H (2.249, -2.680, 4.372)
H (1.338, -3.340, 3.381)
H (2.062, -1.852, 2.780)
H (3.634, -4.278, 3.725)
H (3.531, -3.750, 1.882)
H (4.319, -2.875, 3.295)
C (-3.438, 3.017, -3.850)
N (-2.867, 4.215, -3.247)
H (-4.444, 3.151, -4.107)
H (-2.946, 2.140, -3.527)
H (-2.987, 2.947, -5.030)
H (-2.992, 5.135, -3.788)
H (-3.222, 4.419, -2.250)

***

Computed, not measured: a molecular structure, C16H35F3MnN4O8S at a distorted geometry, with the ωB97M-V functional and the def2-TZVPD basis.

Properties
Expectation value of S²: 8.7560
Multiplicity: 6
HOMO level (spin up / spin down): -0.3250 / -0.3250 hartree
Energy above the lowest of the compared OMol25 structures with the same formula, charge and spin: 101.9 kcal/mol

Atoms and positions in Å:
Mn (-8.144, -3.650, -9.267)
C (-5.147, -3.623, -12.594)
F (-5.052, -3.629, -13.904)
F (-5.305, -4.868, -12.122)
F (-4.037, -3.118, -12.051)
S (-6.621, -2.611, -12.101)
O (-6.248, -1.241, -12.238)
O (-7.679, -3.052, -12.969)
O (-6.914, -3.025, -10.690)
C (-6.135, -6.824, -9.044)
C (-5.751, -5.564, -8.270)
C (-4.452, -4.980, -8.785)
O (-6.893, -4.750, -8.245)
H (-6.226, -6.573, -10.107)
H (-7.097, -7.266, -8.762)
H (-5.484, -7.699, -8.935)
H (-5.541, -5.938, -7.253)
H (-3.752, -5.815, -8.876)
H (-4.044, -4.249, -8.087)
H (-4.496, -4.582, -9.797)
C (-8.549, -10.236, -8.065)
O (-9.275, -10.872, -8.798)
N (-7.914, -10.766, -6.989)
C (-7.629, -9.905, -5.849)
C (-8.130, -12.141, -6.614)
H (-8.276, -9.187, -8.252)
H (-7.116, -8.967, -6.040)
H (-6.774, -10.418, -5.376)
H (-8.346, -9.872, -5.031)
H (-8.350, -12.705, -7.523)
H (-7.305, -12.598, -6.080)
H (-9.079, -12.253, -6.074)
C (-0.613, -7.122, -12.706)
O (0.368, -6.544, -13.132)
N (-1.630, -6.568, -12.010)
C (-1.676, -5.135, -11.834)
C (-2.745, -7.375, -11.614)
H (-0.644, -8.218, -12.813)
H (-1.859, -4.914, -10.776)
H (-2.467, -4.632, -12.382)
H (-0.717, -4.707, -12.109)
H (-2.773, -8.422, -11.901)
H (-2.821, -7.504, -10.518)
H (-3.696, -6.916, -11.887)
C (-7.038, -6.321, -4.580)
O (-7.395, -7.425, -4.217)
N (-6.183, -5.503, -3.954)
C (-5.626, -4.327, -4.592)
C (-5.508, -5.947, -2.738)
H (-7.357, -5.914, -5.560)
H (-6.194, -4.178, -5.502)
H (-4.587, -4.605, -4.798)
H (-5.615, -3.409, -4.004)
H (-5.915, -5.258, -1.980)
H (-5.800, -6.925, -2.378)
H (-4.441, -5.732, -2.733)
C (-5.717, -8.929, -12.598)
O (-4.797, -8.793, -13.381)
N (-6.541, -10.006, -12.573)
C (-7.805, -9.906, -11.857)
C (-6.358, -11.059, -13.565)
H (-5.839, -8.288, -11.710)
H (-7.679, -9.462, -10.873)
H (-8.145, -10.927, -11.669)
H (-8.595, -9.452, -12.461)
H (-5.290, -11.205, -13.707)
H (-6.705, -11.993, -13.125)
H (-6.867, -10.766, -14.482)

***

Computed, not measured: a molecular structure, As6CuF36 at a distorted geometry, with the ωB97M-V functional and the def2-TZVPD basis.

Properties
Expectation value of S²: 0.7509
Multiplicity: 2
HOMO level (spin up / spin down): -0.1024 / -0.1024 hartree
Net charge: -4
Energy above the lowest of the compared OMol25 structures with the same formula, charge and spin: 18.7 kcal/mol

Atoms and positions in Å:
Cu (-0.397, -0.201, 0.014)
As (1.300, -0.093, -3.467)
F (0.289, 0.012, -1.969)
F (0.194, 1.063, -4.198)
F (2.285, -0.081, -4.938)
F (2.299, -1.334, -2.782)
F (0.263, -1.367, -4.078)
F (2.249, 1.189, -2.791)
As (0.881, 3.573, 0.504)
F (1.593, 5.197, 0.532)
F (2.142, 3.062, -0.614)
F (0.122, 1.935, 0.458)
F (-0.395, 4.140, 1.548)
F (-0.069, 4.039, -0.905)
F (1.828, 3.076, 1.894)
As (3.141, -0.662, 1.502)
F (2.330, -2.146, 1.943)
F (2.480, 0.037, 2.963)
F (3.906, 0.786, 0.903)
F (3.794, -1.526, 0.100)
F (1.650, -0.170, 0.620)
F (4.641, -0.993, 2.339)
As (-3.752, 0.919, -1.526)
F (-3.759, -0.485, -2.558)
F (-2.135, 0.468, -0.973)
F (-3.725, 2.331, -0.490)
F (-5.410, 1.354, -1.984)
F (-4.400, -0.024, -0.223)
F (-3.101, 1.816, -2.849)
As (0.102, -4.074, -0.641)
F (-1.526, -4.036, -1.261)
F (0.176, -5.837, -0.859)
F (1.740, -3.992, -0.071)
F (-0.120, -2.303, -0.331)
F (-0.431, -4.329, 1.002)
F (0.703, -3.872, -2.260)
As (-1.588, 0.374, 3.654)
F (-2.212, 0.850, 5.225)
F (-0.037, 1.105, 4.036)
F (-0.882, -0.087, 2.024)
F (-3.058, -0.474, 3.280)
F (-2.126, 1.882, 2.939)
F (-0.986, -1.123, 4.287)

***

Computed, not measured: a molecular structure, C23H27AsClIOPPb at a distorted geometry, with the ωB97M-V functional and the def2-TZVPD basis.

Properties
HOMO level (spin up / spin down): -0.6540 / -0.6565 hartree
Net charge: +3

Atoms and positions in Å:
C (0.104, -2.223, -1.993)
I (0.510, 2.708, -1.538)
H (-0.782, -2.878, -2.093)
H (0.697, -2.500, -1.112)
H (0.707, -2.253, -2.908)
Pb (-1.026, -0.226, -1.673)
P (-0.350, 0.486, -4.338)
C (1.225, 0.992, -5.111)
C (-0.922, -0.881, -5.412)
H (-2.445, 1.678, -4.320)
H (-1.652, 1.766, -5.930)
H (-1.072, 2.792, -4.559)
C (-1.495, 1.825, -4.846)
H (-1.862, -1.276, -5.010)
H (-1.072, -0.486, -6.423)
H (1.055, 1.174, -6.182)
H (1.969, 0.197, -4.979)
H (-0.176, -1.684, -5.416)
H (1.584, 1.903, -4.620)
C (2.169, 0.245, -2.040)
O (3.225, 0.629, -1.830)
Cl (-3.442, -0.594, -2.404)
C (2.509, 2.910, 4.236)
C (3.154, 2.318, 3.143)
C (2.429, 1.525, 2.253)
C (1.068, 1.274, 2.510)
C (0.420, 1.839, 3.615)
C (1.148, 2.682, 4.462)
As (0.146, 0.123, 1.229)
C (0.919, -1.611, 1.767)
C (2.149, -1.914, 1.155)
C (2.825, -3.090, 1.489)
C (2.242, -3.983, 2.395)
C (1.003, -3.695, 2.973)
C (0.338, -2.494, 2.683)
C (-1.734, 0.345, 1.796)
C (-2.610, -0.738, 1.984)
C (-3.969, -0.480, 2.196)
C (-4.459, 0.830, 2.154)
C (-3.597, 1.901, 1.900)
C (-2.233, 1.658, 1.704)
H (3.071, 3.561, 4.903)
H (4.215, 2.489, 2.964)
H (2.908, 1.113, 1.360)
H (-0.635, 1.637, 3.810)
H (0.637, 3.170, 5.292)
H (2.578, -1.223, 0.421)
H (3.789, -3.302, 1.024)
H (2.766, -4.908, 2.634)
H (0.546, -4.416, 3.652)
H (-0.609, -2.264, 3.167)
H (-2.251, -1.767, 1.953)
H (-4.660, -1.310, 2.355)
H (-5.523, 1.024, 2.284)
H (-3.975, 2.923, 1.822)
H (-1.557, 2.477, 1.452)

***

Computed, not measured: a molecular structure, C11H22BN8O2PtS at a distorted geometry, with the ωB97M-V functional and the def2-TZVPD basis.

Properties
HOMO level: -0.4096 hartree
Net charge: +1
Energy above the lowest of the compared OMol25 structures with the same formula, charge and spin: 17.8 kcal/mol

Atoms and positions in Å:
Pt (-0.212, 1.904, -0.469)
C (-1.017, 0.553, -6.164)
C (0.084, 0.851, -5.221)
N (1.335, 0.960, -5.524)
N (1.948, 1.228, -4.333)
C (1.112, 1.297, -3.300)
S (1.611, 1.614, -1.692)
N (-0.103, 1.053, -3.861)
N (-1.297, 1.008, -3.161)
H (-0.599, 0.437, -7.160)
H (-1.749, 1.362, -6.180)
H (-1.532, -0.367, -5.886)
H (2.946, 1.357, -4.297)
H (-1.942, 1.701, -3.516)
H (-1.692, 0.076, -3.184)
C (1.614, -2.969, 0.005)
C (0.548, -2.060, 0.583)
C (-0.747, -2.826, 0.801)
O (0.261, -1.009, -0.388)
B (0.112, 0.161, 0.304)
O (0.331, 0.028, 1.664)
C (1.009, -1.255, 1.841)
C (0.588, -1.855, 3.166)
C (2.501, -0.955, 1.843)
H (1.198, -3.541, -0.824)
H (1.965, -3.675, 0.760)
H (2.464, -2.402, -0.366)
H (-1.108, -3.185, -0.163)
H (-1.518, -2.189, 1.237)
H (-0.596, -3.687, 1.452)
H (-0.494, -1.952, 3.243)
H (0.941, -1.221, 3.981)
H (1.036, -2.841, 3.296)
H (2.828, -0.557, 0.882)
H (3.086, -1.846, 2.072)
H (2.707, -0.203, 2.605)
N (-1.082, 1.534, 3.673)
C (-1.894, 2.579, 3.841)
N (-2.426, 2.791, 5.051)
N (-2.236, 3.441, 2.891)
C (-1.796, 3.311, 1.688)
N (-1.469, 3.283, 0.566)
H (-0.855, 0.927, 4.441)
H (-0.624, 1.333, 2.791)
H (-2.214, 2.212, 5.842)
H (-3.022, 3.591, 5.173)

***

Calculated total energy, respectively: -175.56674, -3300.31290, -18651.04160, -4494.53698, -1563.16704 hartree.